Record 1
The following is a DFT calculation (wB97M-V/def2-TZVPD) of a molecular structure, C60H41CdClI4N6O4S.

Element x y z (Å)
C 0.48216 1.42267 3.08766
C 0.39901 -7.05812 -2.18743
C 3.77343 -2.30648 -1.98432
C -1.27480 0.68301 4.28225
C -1.60011 -1.46392 2.98605
C 7.35966 0.23228 -2.57341
H 5.28023 0.51181 -3.00780
H 2.69827 -4.07093 -2.70839
O -0.16238 2.60266 0.16948
H -6.69541 -2.10849 -1.46749
N -1.79984 3.40810 1.54053
H -1.88534 0.60701 -5.32812
H 2.20681 3.55323 -3.17208
C -1.92954 0.65968 -2.70312
H 2.21885 3.04182 5.19090
C 7.87586 -0.54487 -0.35098
H 1.01083 2.64590 -2.21846
N 2.50928 0.82624 0.92621
C 8.27953 -0.14447 -1.61329
H -0.62604 -3.46649 -3.20877
O -1.12775 1.80188 -3.03329
H -4.36726 -1.67540 -0.75176
C -2.72056 -1.81355 3.89175
C 1.72258 6.22226 4.19592
N 2.17786 -1.67578 -0.46642
H 3.98295 3.60484 1.99429
C -0.42156 1.48037 -6.61908
C 1.34212 6.01162 2.88208
C 1.76709 -2.80189 -1.09849
H 2.11830 3.47497 -5.61040
C -1.27802 3.09662 0.30941
C 1.59643 3.62957 3.22865
H -8.53574 -0.62871 -0.70693
H -0.81909 1.01230 -7.50911
N -2.01380 3.56653 -0.75059
I 10.34177 -0.13386 -2.08110
C -0.32721 -3.25389 0.19882
C -0.34161 -4.47873 -2.92462
H -8.02070 1.25999 0.81140
S -3.22158 0.34469 0.92916
O -0.08618 -0.57308 -1.82022
I -6.44601 -2.70748 6.94155
H 0.61472 4.24127 -2.82422
H 7.68756 0.55123 -3.55358
C -0.54110 1.88260 -4.24647
C -4.83664 -2.34253 5.61645
C -0.63143 -5.54683 -3.76428
C 1.21650 2.87924 -5.54861
C 3.37673 -1.33351 -0.98686
C -0.89638 -0.27179 3.26354
H -2.32613 0.85805 -1.70558
Cd 0.64901 -0.29102 0.41286
H 4.68280 -2.27957 -2.56413
C 4.48062 1.95607 0.64136
H -1.71063 3.18338 -1.63625
C -1.02630 -0.59873 -2.65497
C 1.52265 2.26033 2.65506
H -3.01420 3.58649 -0.63151
C 0.69925 2.28232 -6.68785
H 0.98439 4.50983 1.38337
C -5.92001 0.85377 0.86944
C 3.72089 2.68257 1.50013
H 8.60045 -0.84248 0.39473
C 0.60468 2.69343 -4.31966
C -0.25722 -6.82198 -3.38126
H -5.69953 1.67641 1.53947
C -2.00326 -3.58537 1.66031
C 0.68209 -5.98300 -1.35587
H -1.35814 2.89278 2.28661
C -1.30802 -2.34505 1.93080
C -5.08041 -2.22414 4.26023
H -2.09661 0.57656 4.96937
O -1.28525 -1.48365 -3.48809
C -0.42768 1.73718 4.16859
C -4.85385 0.04168 0.43522
H -6.08305 -2.30856 3.86369
I 1.83302 8.20310 4.93996
C 1.14759 3.31774 -3.06618
H 1.08843 6.84486 2.24134
C 3.70220 0.79027 0.28162
N -0.30108 -2.18934 1.04250
H -3.37715 -2.33606 7.19132
H -0.41691 2.64055 4.75751
H -1.50343 -1.87140 5.65736
N 0.16492 0.20751 2.56681
C 1.28698 4.71144 2.40378
H -2.74800 0.51787 -3.41113
C 2.03630 5.17199 5.03885
C 0.30968 -4.69011 -1.71104
C 6.00576 0.21025 -2.26260
C -7.22129 0.61343 0.46290
H 2.33458 5.35711 6.06185
H 5.46784 2.18803 0.27359
H -1.15002 -5.37016 -4.69689
C -3.55687 -2.23025 6.12987
C 0.59696 -3.52361 -0.82283
H 1.20368 -6.14969 -0.42093
C -6.47958 -1.27055 -0.81262
C -2.50747 -1.96459 5.26302
C -1.40961 -4.13686 0.57450
H -4.20481 -1.83824 2.34719
C 2.49158 1.94364 1.69028
C 2.76514 -3.20744 -2.06623
C -1.02963 1.26366 -5.39136
I -0.68164 -8.46951 -4.64420
H 6.18906 -0.86009 0.92842
C 5.56681 -0.18066 -1.00220
Cl 1.47882 2.54549 -8.22899
H -2.80356 3.33618 1.59821
H -2.82504 -3.98457 2.23171
C 4.13470 -0.21824 -0.59505
C 1.96681 3.87565 4.54742
H -1.66005 -5.06260 0.08150
C 6.52229 -0.55340 -0.05486
C -4.01868 -1.96668 3.40545
C -5.17436 -1.03535 -0.41484
H 0.68374 -8.06193 -1.90220
C -7.51667 -0.44840 -0.38531

As for the total charge: -2. The calculation puts the frontier orbital gap at 4.77 eV. The value obtained for the relative energy (zero: lowest compared OMol25 entry of this formula, charge and spin) is 8.93 kcal per mole.

Atomic partial charges in e from the Löwdin method, atoms 1 to 5: number 1, C, carries -0.278; number 2, C, carries -0.169; number 3, C, carries -0.006; number 4, C, carries -0.013; number 5, C, carries -0.124

Record 2
The following is a DFT calculation (wB97M-V/def2-TZVPD) of 2 unconnected molecules or ions with the total composition C6H16O.

Element x y z (Å)
H 0.71502 1.27780 0.28442
C -3.28983 -0.44410 0.16957
H -1.25436 -0.43462 0.30657
H 5.57395 -0.00104 -0.93743
H -2.95120 -1.90692 -1.30851
C -1.47699 1.49598 0.41739
C -3.39805 -1.82562 -0.20780
H -1.49292 0.05659 -1.26250
H -1.70513 1.37243 1.53920
H -4.35466 -2.23442 -0.04098
O 4.60966 -0.18556 -0.62460
H -2.32889 2.22829 0.25466
C -1.85608 0.18038 -0.22986
H -2.66414 -2.23435 0.60700
H 4.91674 -0.16859 1.46183
H -0.23236 1.25816 -1.22959
H -4.10064 0.28559 -0.35470
C -0.09031 1.83879 -0.16482
H -3.70883 -0.28807 1.17067
H 0.24927 2.85961 -0.40670
H 3.75840 -1.36882 0.81698
C 4.66386 -0.84408 0.60180
H 5.38690 -1.62534 0.57826

As for the total charge: 0. The calculation puts the frontier orbital gap at 11.11 eV. The value obtained for the relative energy (zero: lowest compared OMol25 entry of this formula, charge and spin) is 75.37 kcal per mole. Its SMILES is CCCCC.CO.

Atomic partial charges in e from the Löwdin method, atoms 1 to 5: number 1, H, carries 0.055; number 2, C, carries -0.335; number 3, H, carries 0.059; number 4, H, carries 0.133; number 5, H, carries 0.125

Record 3
The following is a DFT calculation (wB97M-V/def2-TZVPD) of 6 unconnected molecules or ions with the total composition H12O6.

Element x y z (Å)
H -1.77617 -0.42606 2.84022
H 2.63383 0.84394 0.82922
H -0.42117 1.84594 -2.13678
O -2.20717 -0.73606 -1.84178
H -2.21917 -1.64606 -1.89978
O 3.15183 0.58794 1.61222
H 0.54983 2.53594 -1.31978
H -0.78117 -0.02406 0.46422
H -1.30917 -0.39506 -1.46878
H -2.75717 0.19694 1.71022
O -0.00117 -0.16706 -0.14878
O 1.55983 -2.03706 0.20322
H 4.10083 0.79094 1.33422
H -0.12417 0.58394 -0.53678
H 0.81483 -1.31406 -0.00778
O -1.91117 -0.20406 1.81122
H 1.08483 -2.75006 -0.16178
O -0.38817 2.31394 -1.28278

As for the total charge: 0. The calculation puts the frontier orbital gap at 10.07 eV. The value obtained for the relative energy (zero: lowest compared OMol25 entry of this formula, charge and spin) is 67.05 kcal per mole. Its SMILES is O.O.O.O.O.O.

Atomic partial charges in e from the Löwdin method, atoms 1 to 5: number 1, H, carries 0.153; number 2, H, carries 0.016; number 3, H, carries 0.068; number 4, O, carries -0.062; number 5, H, carries -0.017

Record 4
The following is a DFT calculation (wB97M-V/def2-TZVPD) of 11 unconnected molecules or ions with the total composition C5H29NO10.

Element x y z (Å)
H 1.29855 1.27787 1.22025
H -1.08797 0.02241 -1.34707
O -3.21326 3.76276 1.35336
O -2.66475 -2.23735 3.00190
H -0.24018 3.01983 1.82633
C -1.59875 -1.31840 0.12168
H 0.12235 -0.49702 -3.09375
C -1.96695 -0.20672 1.02853
H 1.35700 1.57708 -1.91265
H 3.60081 -2.29611 -0.99783
H -0.91523 3.97718 -1.21042
H 1.90077 0.11591 -0.16688
O 0.41019 2.50349 2.30877
H 0.42808 -1.93728 -3.84570
H -0.23656 4.83609 -0.09395
H -2.02538 -2.87282 3.35429
H 1.33900 -1.17727 -0.92037
H 4.04202 -0.23833 -2.14498
H -1.96539 1.68607 1.80535
O -0.95580 4.22066 -0.28395
H 2.79450 -1.18490 -2.33669
H -1.24156 -1.09070 -4.00880
H 1.42398 2.74799 -2.90025
H -3.00594 -2.76371 2.26839
H 0.64200 -3.05272 1.19390
H -2.28467 3.56110 1.37756
H 3.16570 -1.72152 0.48534
H -1.23865 1.58458 0.09694
H -3.69342 3.44549 0.57899
C -1.71698 1.08524 0.94498
O 1.01050 2.46654 -2.07664
O 3.22415 -2.46567 -0.11407
H -1.67966 -2.37880 0.42950
C -0.41446 -1.43280 -3.38010
H 2.43773 1.22307 2.14205
O 1.90037 0.60458 1.62999
O 3.73782 -1.09543 -2.43513
H -2.55359 -0.48110 1.88258
C -1.21239 -1.01257 -1.14921
H 0.09607 1.59106 2.29511
H -0.97643 -2.93381 -2.03111
O 0.60889 -3.81102 1.80094
N -1.08011 -1.94334 -2.13145
O 1.67522 -0.27783 -1.02440
H 1.52585 -3.75270 2.10268

As for the total charge: 0. The calculation puts the frontier orbital gap at 7.72 eV. The value obtained for the relative energy (zero: lowest compared OMol25 entry of this formula, charge and spin) is 125.92 kcal per mole. Its SMILES is C=C/C=C/NC.O.O.O.O.O.O.O.O.O.O.

Atomic partial charges in e from the Löwdin method, atoms 1 to 5: number 1, H, carries 0.036; number 2, H, carries 0.102; number 3, O, carries -0.067; number 4, O, carries -0.063; number 5, H, carries 0.014

Strongest force on any atom values, unit hartree/bohr, following the record order: 0.014; 0.130; 0.174; 0.071.
HOMO level values, unit eV, following the record order: -1.95; -10.25; -9.89; -7.67.
E_LUMO values, unit eV, following the record order: 2.83; 0.86; 0.18; 0.05.